[1]
Density functional theory data (wB97M-V/def2-TZVPD) for a molecular structure, C22H43InN2P3S.

```
72
Properties=species:S:1:pos:R:3:mulliken_charge:R:1
In -0.279 -0.435 0.061 0.801
P 0.352 -3.143 0.534 0.674
P -0.120 -0.049 2.730 0.937
P 0.669 -1.097 -2.494 0.722
H 3.566 7.089 0.694 0.447
C 3.173 7.149 -0.333 -0.640
C 1.902 7.517 -0.546 -0.532
H 1.256 7.762 0.311 0.309
C 2.112 -3.556 0.852 -1.204
C -0.427 -3.994 1.967 -1.193
C -0.042 -4.397 -0.749 -1.365
C -0.478 1.721 3.001 -1.266
C -1.238 -0.953 3.867 -1.208
C 1.552 -0.283 3.432 -1.298
C 0.770 0.415 -3.520 -1.173
C -0.364 -2.185 -3.539 -1.068
C 2.335 -1.826 -2.637 -1.152
H 3.876 6.920 -1.142 0.287
H 1.468 7.607 -1.547 0.288
H 2.177 -4.643 0.990 0.421
H 2.461 -3.052 1.759 0.327
H 2.734 -3.256 0.003 0.305
H -0.123 -5.048 1.899 0.537
H -1.521 -3.935 1.909 0.346
H -0.082 -3.577 2.919 0.330
H 0.100 -5.380 -0.281 0.547
H 0.618 -4.316 -1.620 0.380
H -1.087 -4.300 -1.061 0.364
H -0.691 1.890 4.065 0.502
H -1.346 2.015 2.402 0.382
H 0.376 2.335 2.686 0.289
H -0.716 -1.151 4.818 0.446
H -1.548 -1.903 3.420 0.158
H -2.128 -0.339 4.063 0.471
H 1.613 0.186 4.423 0.493
H 2.283 0.181 2.762 0.316
H 1.779 -1.352 3.519 0.363
H 1.126 0.129 -4.519 0.513
H 1.456 1.144 -3.073 0.283
H -0.217 0.887 -3.596 0.313
H 0.158 -2.306 -4.497 0.471
H -1.343 -1.718 -3.702 0.373
H -0.505 -3.161 -3.060 0.254
H 2.669 -1.713 -3.675 0.510
H 2.320 -2.889 -2.369 0.316
H 3.017 -1.297 -1.968 0.339
C 0.836 2.904 -0.411 1.179
C 2.135 2.394 -0.522 -0.225
C 3.211 3.103 -0.009 -1.054
C 3.012 4.389 0.518 -0.787
C 1.699 4.873 0.667 -0.390
C 0.605 4.178 0.166 -0.949
S -0.530 2.013 -0.936 -0.151
H 1.501 -0.164 0.165 -0.199
H 2.256 1.402 -0.955 0.323
H 4.202 2.666 -0.009 0.489
H 3.864 5.038 0.771 0.409
H 1.521 5.866 1.077 0.912
H -0.402 4.588 0.199 0.477
N -6.398 -2.121 -1.100 -0.421
C -5.107 -1.794 -0.881 1.055
C -4.358 -1.083 -1.839 -1.074
C -3.046 -0.737 -1.566 -0.320
N -2.434 -1.058 -0.403 -0.058
C -3.138 -1.771 0.521 -0.057
C -4.447 -2.162 0.316 -1.052
H -6.879 -1.847 -1.941 0.218
H -6.941 -2.611 -0.410 0.215
H -4.780 -0.801 -2.805 0.382
H -2.466 -0.168 -2.306 0.655
H -2.635 -2.039 1.459 0.310
H -4.946 -2.752 1.078 0.400
```

Results
LUMO level (alpha / beta): -11.161 / -12.046 eV
Kohn-Sham gap (alpha / beta): 4.674 / 3.958 eV
HOMO (alpha / beta): -15.835 / -16.004 eV
total charge: +3

***

[2]
Density functional theory data (wB97M-V/def2-TZVPD) for a molecular structure, C22H43N4O7PdSSi4Te.

```
83
Properties=species:S:1:pos:R:3:mulliken_spin:R:1
Pd -1.569 -0.633 -1.954 1.344
C -3.742 -2.247 -3.408 -0.010
C -4.239 -1.985 -1.989 0.002
N -3.748 -0.707 -1.433 0.111
C -4.427 0.528 -1.838 0.005
C -4.110 1.002 -3.257 -0.015
S -2.333 1.014 -3.701 0.134
C -2.279 -0.144 -5.116 -0.004
C -1.781 -1.554 -4.797 -0.008
N -2.289 -2.052 -3.514 0.189
H -4.228 -1.582 -4.119 -0.002
H -4.024 -3.262 -3.698 0.005
H -3.866 -2.765 -1.324 0.002
H -5.333 -2.022 -1.979 0.004
H -3.770 -0.788 -0.422 -0.007
H -4.116 1.300 -1.133 0.007
H -5.515 0.431 -1.755 -0.003
H -4.469 2.024 -3.362 -0.001
H -4.632 0.412 -4.006 0.001
H -1.609 0.309 -5.845 -0.002
H -3.274 -0.136 -5.559 0.003
H -0.695 -1.542 -4.715 0.002
H -2.060 -2.213 -5.626 0.005
H -1.790 -2.889 -3.230 -0.016
O 2.365 -1.907 -2.785 0.025
C 1.302 -1.762 -2.213 -0.038
O 0.432 -0.875 -2.615 0.159
C 1.031 -2.637 -0.984 0.022
C 2.159 -3.288 -0.511 0.012
C 2.094 -4.145 0.571 0.011
C 0.903 -4.405 1.210 -0.003
C -0.236 -3.773 0.758 0.005
C -0.233 -2.865 -0.348 -0.015
O -1.339 -2.318 -0.718 0.242
N -1.463 -4.044 1.527 0.003
O -1.330 -4.621 2.591 -0.002
O -2.534 -3.641 1.114 0.001
N 3.321 -4.769 1.076 0.000
O 4.363 -4.489 0.519 0.000
O 3.218 -5.521 2.024 0.000
H 3.099 -3.120 -1.017 -0.001
H 0.860 -5.070 2.058 0.000
C 3.738 0.410 -0.454 -0.002
Si 3.254 2.060 0.256 0.078
C 2.955 3.311 -1.094 0.008
C 4.474 2.677 1.530 0.017
Si 1.208 1.811 1.511 0.307
Te -0.261 0.752 -0.179 1.125
Si 1.215 0.104 3.203 0.071
C -0.537 -0.487 3.466 0.041
C 2.309 -1.279 2.614 -0.021
C 1.902 0.958 4.714 0.019
Si -0.007 3.819 1.975 0.082
C -0.409 4.680 0.367 0.014
C 1.143 4.836 3.037 0.018
C -1.572 3.369 2.892 0.008
H 4.665 0.529 -1.021 -0.001
H 2.988 0.030 -1.153 0.010
H 3.913 -0.346 0.312 0.003
H 3.865 3.404 -1.693 0.001
H 2.714 4.299 -0.700 0.004
H 2.154 2.997 -1.768 -0.002
H 5.441 2.848 1.048 0.004
H 4.629 1.946 2.326 0.000
H 4.159 3.618 1.984 -0.002
H -0.950 -0.932 2.556 -0.010
H -1.204 0.312 3.793 0.004
H -0.541 -1.263 4.236 0.001
H 2.004 -1.646 1.634 0.030
H 2.243 -2.114 3.318 0.002
H 3.357 -0.978 2.552 0.004
H 1.262 1.780 5.043 -0.001
H 2.905 1.352 4.542 -0.001
H 1.965 0.238 5.535 0.005
H 0.487 4.976 -0.178 0.003
H -0.985 5.585 0.578 0.001
H -1.012 4.052 -0.293 0.009
H 2.061 5.095 2.506 -0.001
H 1.416 4.316 3.957 -0.001
H 0.649 5.771 3.318 0.005
H -2.189 2.668 2.325 0.000
H -2.164 4.272 3.063 0.001
H -1.359 2.924 3.865 0.003
```

Results
LUMO level (alpha / beta): -2.460 / -5.913 eV
Kohn-Sham gap (alpha / beta): 8.324 / 4.910 eV
HOMO (alpha / beta): -10.784 / -10.824 eV
spin multiplicity: 5
total charge: +1

***

[3]
Density functional theory data (wB97M-V/def2-TZVPD) for 9 unconnected molecules or ions with the total composition C22H44Br10O12.

```
88
Properties=species:S:1:pos:R:3:mulliken_charge:R:1
C -1.690 4.891 -11.606 -0.643
O -1.004 4.495 -10.431 -0.298
C -1.496 4.818 -9.283 0.803
O -2.615 5.363 -9.098 -0.594
O -0.571 4.458 -8.409 -0.282
C -0.595 4.864 -7.077 -0.678
H -1.612 5.978 -11.617 0.300
H -2.753 4.655 -11.640 0.296
H -1.235 4.465 -12.500 0.231
H -0.432 5.941 -7.105 0.311
H 0.239 4.497 -6.478 0.253
H -1.492 4.682 -6.487 0.300
C 0.409 12.557 2.487 -0.611
O -0.324 11.316 2.332 -0.319
C 0.374 10.154 2.284 0.810
O 1.605 10.123 2.539 -0.602
O -0.322 9.164 1.802 -0.299
C 0.339 7.999 1.315 -0.588
H -0.271 13.332 2.840 0.240
H 0.840 12.787 1.513 0.277
H 1.207 12.529 3.229 0.296
H 1.129 8.214 0.595 0.283
H -0.272 7.263 0.793 0.232
H 0.796 7.536 2.189 0.279
C 0.218 2.460 -1.049 -0.661
O -0.640 1.578 -0.439 -0.308
C -0.155 0.446 0.045 0.822
O 0.916 -0.040 -0.290 -0.567
O -1.085 -0.152 0.785 -0.309
C -0.791 -1.367 1.341 -0.612
H -0.242 3.366 -1.444 0.268
H 0.690 2.070 -1.950 0.280
H 1.028 2.744 -0.378 0.291
H -1.566 -1.933 1.859 0.277
H 0.117 -1.334 1.942 0.282
H -0.545 -2.064 0.540 0.237
C -1.782 -7.187 3.930 -0.570
O -2.475 -7.445 5.214 -0.288
C -2.246 -6.663 6.266 0.753
O -1.447 -5.731 6.283 -0.578
O -2.965 -7.171 7.320 -0.291
C -2.968 -6.692 8.642 -0.600
H -2.232 -7.735 3.102 0.215
H -0.761 -7.526 4.104 0.282
H -1.831 -6.113 3.748 0.282
H -3.329 -5.664 8.614 0.297
H -1.964 -6.594 9.053 0.294
H -3.615 -7.368 9.202 0.205
Br 3.076 -5.691 0.639 -0.161
C 3.766 -5.203 2.426 -0.618
C 5.312 -5.178 2.406 -0.548
Br 5.967 -5.313 4.236 -0.154
H 3.361 -6.024 3.017 0.355
H 3.343 -4.288 2.842 0.393
H 5.634 -4.220 1.997 0.341
H 5.770 -5.951 1.788 0.393
Br -9.217 -8.441 4.785 -0.170
C -7.526 -7.417 4.348 -0.594
C -7.832 -6.336 3.357 -0.571
Br -6.168 -5.222 3.071 -0.164
H -6.812 -8.131 3.938 0.388
H -7.230 -6.977 5.301 0.365
H -8.575 -5.664 3.788 0.371
H -8.045 -6.684 2.347 0.375
Br 5.676 -1.819 -6.738 -0.145
C 4.261 -2.051 -5.334 -0.591
C 4.774 -1.689 -3.923 -0.487
Br 5.785 -3.236 -3.266 -0.134
H 3.901 -3.076 -5.427 0.390
H 3.526 -1.304 -5.634 0.321
H 3.984 -1.664 -3.172 0.276
H 5.414 -0.809 -3.871 0.371
Br -2.209 -5.182 -3.824 -0.163
C -1.347 -3.394 -3.755 -0.592
C -1.948 -2.700 -4.924 -0.598
Br -1.185 -0.849 -4.861 -0.187
H -0.260 -3.378 -3.826 0.404
H -1.611 -3.052 -2.754 0.325
H -3.035 -2.616 -4.925 0.426
H -1.516 -3.254 -5.758 0.384
Br 4.520 5.946 4.636 -0.127
C 5.575 4.266 4.584 -0.540
C 4.804 3.316 3.684 -0.669
Br 2.982 2.825 4.362 -0.123
H 5.852 3.912 5.577 0.352
H 6.450 4.604 4.027 0.328
H 5.377 2.395 3.580 0.382
H 4.818 3.586 2.628 0.398
```

Results
LUMO level: 0.007 eV
Kohn-Sham gap: 10.042 eV
HOMO: -10.035 eV

***

Going through the records in order, we get E values of -70340.164 -96913.979 -748519.814 eV.
Going through the records in order, we get max |F| values of 1.4 0.9 5.2 eV/A.
Going through the records in order, we get energy above the lowest of the compared OMol25 structures with the same formula, charge and spin values of 47.5 4.3 65.4 kcal/mol.